# 1
Molecular formula: C5H6N2
Method: DFT, the ωB97M-V functional and the def2-TZVPD basis

## Properties
total energy: -8259.968 eV
max |F|: 0.020 hartree/bohr
frontier orbital gap: 10.7 eV
energy above the lowest of the compared OMol25 structures with the same formula, charge and spin: 2.390 eV
charge: 0
SMILES: C=C[C@H](C#N)N=C
highest occupied orbital energy: -10.1 eV

Last column: Löwdin charge in e.
Atoms and positions in Å:
C -0.519 -1.806 -0.025  0.02
C 0.176 -1.036 -0.866  -0.14
C 0.775 0.325 -0.484  -0.36
C 1.388 0.312 0.874  -0.20
N 1.854 0.345 1.932  0.16
N -0.361 1.220 -0.689  0.01
C -0.954 1.736 0.304  -0.03
H -0.795 -1.493 0.996  0.08
H -0.802 -2.803 -0.366  0.06
H 0.126 -1.141 -1.957  0.11
H 1.603 0.534 -1.177  0.14
H -2.008 2.002 0.162  0.08
H -0.482 1.807 1.296  0.08

=====

# 2
Molecular formula: CH4
Method: DFT, the ωB97M-V functional and the def2-TZVPD basis

## Properties
total energy: -1101.812 eV
max |F|: 0.007 hartree/bohr
frontier orbital gap: 14.7 eV
energy above the lowest of the compared OMol25 structures with the same formula, charge and spin: 0.005 eV
charge: 0
SMILES: C
highest occupied orbital energy: -13.4 eV

Last column: Löwdin charge in e.
Atoms and positions in Å:
C -0.005 0.004 0.012  -0.05
H -0.263 0.882 -0.572  0.01
H -0.596 -0.823 -0.350  0.01
H -0.179 0.165 1.069  0.01
H 1.043 -0.228 -0.159  0.01

=====

# 3
Molecular formula: C47H64BIN2PPt
Method: DFT, the ωB97M-V functional and the def2-TZVPD basis

## Properties
total energy: -74074.597 eV
max |F|: 0.002 hartree/bohr
frontier orbital gap (alpha / beta): 4.8 / 7.0 eV
spin multiplicity: 3
energy above the lowest of the compared OMol25 structures with the same formula, charge and spin: 0.049 eV
charge: -1
highest occupied orbital energy (alpha / beta): -2.4 / -4.6 eV

Last column: Mulliken spin population.
Atoms and positions in Å:
Pt -0.123 -0.352 -1.254  0.21
C -2.178 -3.566 -2.094  0.08
C -1.503 -3.579 -0.726  -0.04
P -1.350 -1.881 -0.024  0.17
C -0.705 -2.182 1.677  0.02
C -0.895 -3.556 2.312  0.00
C -3.109 -1.427 0.237  -0.02
C -3.960 -2.302 1.149  0.01
H -2.111 -4.544 -2.574  0.00
H -1.696 -2.832 -2.744  0.02
H -3.236 -3.303 -2.018  0.01
H -0.483 -3.960 -0.812  0.00
H -2.042 -4.232 -0.034  0.00
H -1.144 -1.395 2.299  0.00
H 0.362 -1.959 1.617  0.01
H -1.943 -3.856 2.358  0.00
H -0.502 -3.559 3.331  0.00
H -0.351 -4.316 1.750  0.00
H -3.548 -1.358 -0.762  0.06
H -3.093 -0.401 0.604  0.09
H -3.992 -3.341 0.812  0.00
H -4.988 -1.931 1.176  0.00
H -3.583 -2.293 2.174  0.00
I 2.413 -2.954 -0.693  0.06
C 1.814 -0.848 -0.503  0.45
H 2.611 -0.337 -1.042  -0.05
H 1.948 -0.675 0.563  -0.07
C -3.258 0.685 -3.988  0.04
C -2.738 1.675 -2.951  -0.02
C -2.626 3.082 -3.542  0.02
C -3.535 1.691 -1.666  -0.04
C -4.882 1.351 -1.640  0.00
C -5.612 1.391 -0.461  0.01
C -4.986 1.753 0.718  0.00
C -3.631 2.074 0.741  -0.02
C -2.966 2.368 2.076  0.04
C -3.507 3.655 2.699  0.00
C -3.112 1.195 3.049  -0.02
C -2.913 2.063 -0.464  0.10
N -1.536 2.428 -0.443  0.01
B -0.359 1.547 -0.366  0.28
N 0.650 2.466 0.171  0.01
C 0.104 3.746 0.315  0.01
C -1.189 3.723 -0.041  0.00
C 1.927 2.178 0.738  -0.05
C 3.097 2.454 0.020  0.01
C 4.326 2.196 0.620  0.00
C 4.401 1.672 1.898  0.00
C 3.237 1.396 2.596  0.00
C 1.989 1.641 2.035  0.02
C 0.728 1.361 2.833  -0.02
C 0.884 0.226 3.845  -0.01
C 0.265 2.630 3.558  0.00
C 3.039 3.021 -1.383  -0.01
C 4.131 2.460 -2.293  0.00
C 3.117 4.551 -1.371  0.00
H -2.544 0.624 -4.812  0.00
H -4.223 0.986 -4.407  0.00
H -3.361 -0.314 -3.557  0.01
H -1.734 1.343 -2.688  0.25
H -3.610 3.464 -3.832  0.00
H -1.984 3.071 -4.425  0.00
H -2.190 3.773 -2.818  0.00
H -5.370 1.048 -2.558  0.00
H -6.663 1.130 -0.462  0.00
H -5.552 1.763 1.643  0.00
H -1.901 2.510 1.898  0.00
H -4.572 3.566 2.929  0.00
H -3.380 4.501 2.021  0.00
H -2.979 3.882 3.629  0.00
H -4.160 0.949 3.232  0.00
H -2.653 1.438 4.010  0.00
H -2.621 0.301 2.659  0.02
H 0.693 4.579 0.665  0.00
H -1.903 4.532 -0.050  0.00
H 5.238 2.394 0.071  0.00
H 5.365 1.464 2.346  0.00
H 3.305 0.972 3.589  0.00
H -0.047 1.063 2.120  0.05
H 1.511 0.522 4.690  0.00
H 1.319 -0.666 3.394  0.00
H -0.096 -0.040 4.249  0.00
H 1.041 2.964 4.253  0.00
H -0.645 2.436 4.132  0.00
H 0.060 3.440 2.857  0.00
H 2.077 2.726 -1.801  0.02
H 5.106 2.907 -2.080  0.00
H 3.888 2.674 -3.336  0.00
H 4.227 1.380 -2.177  0.00
H 4.043 4.881 -0.890  0.00
H 2.277 4.994 -0.836  0.00
H 3.110 4.936 -2.394  0.00
C 2.148 3.696 -6.941  0.01
C 1.958 2.321 -6.976  -0.01
C 1.464 1.640 -5.874  0.01
C 1.150 2.319 -4.690  0.01
C 1.324 3.709 -4.684  0.01
C 1.820 4.390 -5.784  -0.01
C 0.635 1.699 -3.455  0.02
C 0.655 0.423 -3.031  0.00
C 1.264 -0.667 -3.825  -0.07
C 2.650 -0.822 -3.918  0.10
C 3.207 -1.874 -4.630  -0.02
C 2.395 -2.792 -5.280  0.04
C 1.013 -2.646 -5.203  -0.02
C 0.458 -1.606 -4.478  0.13
H 2.536 4.220 -7.806  0.00
H 2.195 1.766 -7.876  0.00
H 1.320 0.571 -5.937  0.00
H 1.064 4.257 -3.783  0.00
H 1.948 5.465 -5.738  0.00
H 0.191 2.436 -2.784  0.02
H 3.290 -0.099 -3.430  0.01
H 4.285 -1.978 -4.672  0.00
H 2.830 -3.616 -5.831  0.00
H 0.365 -3.357 -5.703  0.00
H -0.618 -1.504 -4.400  0.04

=====

# 4
Molecular formula: C3H7NO3
Method: DFT, the ωB97M-V functional and the def2-TZVPD basis

## Properties
total energy: -10852.237 eV
max |F|: 0.105 hartree/bohr
frontier orbital gap (alpha / beta): 10.7 / 9.0 eV
energy above the lowest of the compared OMol25 structures with the same formula, charge and spin: 6.131 eV
charge: 0
highest occupied orbital energy (alpha / beta): -11.3 / -10.0 eV

Last column: Löwdin charge in e.
Atoms and positions in Å:
C 0.161 -0.010 0.843  -0.17
C -1.460 0.585 -0.924  0.01
C -0.054 0.128 -0.678  -0.59
N 0.302 -1.128 1.339  0.22
O 0.060 -1.103 -1.310  0.03
O 1.066 1.055 -1.005  -0.03
O 1.222 -0.830 3.464  -0.10
H 0.122 0.863 1.425  0.12
H -2.119 -0.047 -0.552  0.04
H -1.687 1.466 -0.334  0.10
H -1.614 0.838 -2.002  0.12
H 0.893 -1.550 -1.125  0.11
H 1.233 1.016 -2.012  0.14
H 1.875 -1.285 2.871  0.00